[1]
The following is a DFT calculation (ωB97M-V/def2-TZVPD) of 11 unconnected molecules or ions with the total composition C74H72B3NO29P.

DFT total energy	-150085.5865	eV
HOMO level	-5.13	eV
HOMO-LUMO gap	4.7	eV
lowest unoccupied orbital energy	-0.466	eV
net charge	-1

```
180
C74H72B3NO29P, DFT ωB97M-V/def2-TZVPD
C 2.97 3.57 4.04
C 1.70 2.81 3.40
C 1.15 3.48 2.06
C -0.38 3.90 2.27
C 1.44 2.64 0.72
B 2.82 3.36 0.19
C 2.77 4.73 -0.71
O 4.15 2.87 0.50
O 0.50 2.85 -0.38
B 0.56 1.81 -1.41
C 1.40 2.07 -2.80
C 0.92 3.32 -3.66
O 0.49 4.47 -2.89
C -0.90 4.64 -2.91
C -1.71 4.66 -1.53
O -1.56 4.81 -3.95
P -1.06 0.93 -1.99
O -2.15 0.75 -0.92
O -0.59 -0.67 -2.47
O -1.80 1.61 -3.36
O 1.24 0.71 -0.67
C 1.39 1.04 0.75
C 2.69 0.20 1.16
B 0.19 0.26 1.50
O -0.08 -1.08 1.01
N -0.63 0.77 2.66
C -2.05 1.02 2.23
C -0.72 -0.24 3.76
H 3.08 4.63 3.70
H 3.89 2.92 3.80
H 2.86 3.48 5.17
H 0.90 2.82 4.21
H 2.00 1.72 3.29
H 1.73 4.47 1.94
H -0.36 4.98 2.66
H -0.87 3.30 3.11
H -1.00 3.91 1.33
H 3.62 5.44 -0.47
H 1.75 5.24 -0.59
H 2.82 4.40 -1.79
H 4.46 2.25 -0.18
H 1.29 1.16 -3.48
H 2.53 2.20 -2.63
H 1.83 3.67 -4.28
H 0.13 3.05 -4.45
H -1.27 5.37 -0.77
H -2.76 5.05 -1.75
H -1.82 3.64 -1.07
H 0.36 -0.69 -2.68
H -2.73 1.28 -3.38
H 3.36 0.86 1.81
H 3.33 -0.10 0.27
H 2.46 -0.73 1.79
H -1.04 -1.27 1.04
H -1.97 1.82 1.41
H -2.63 1.54 3.07
H -2.57 0.10 1.83
H -1.13 -1.24 3.40
H 0.24 -0.37 4.35
H -1.52 0.16 4.48
C 1.80 7.62 6.25
C 1.65 8.92 6.49
C 1.14 9.84 5.44
O 1.00 11.03 5.66
C 0.80 9.25 4.13
C 0.95 7.94 3.90
C 1.46 7.03 4.94
O 1.60 5.84 4.73
H 2.18 6.94 7.01
H 1.90 9.37 7.44
H 0.42 9.93 3.38
H 0.70 7.50 2.94
C -3.49 -4.51 1.29
C -3.23 -5.81 1.25
C -1.96 -6.35 1.77
O -1.71 -7.55 1.72
C -0.99 -5.39 2.34
C -1.25 -4.09 2.38
C -2.53 -3.55 1.86
O -2.77 -2.36 1.90
H -4.42 -4.09 0.92
H -3.93 -6.53 0.84
H -0.06 -5.81 2.71
H -0.55 -3.37 2.79
C -6.39 7.06 -1.68
C -5.24 6.50 -1.32
C -4.44 7.05 -0.20
O -3.38 6.54 0.14
C -4.97 8.24 0.50
C -6.12 8.80 0.13
C -6.92 8.25 -0.99
O -7.97 8.76 -1.32
H -6.99 6.67 -2.50
H -4.83 5.63 -1.82
H -4.37 8.63 1.32
H -6.52 9.67 0.63
C -6.61 -2.88 3.83
C -7.83 -2.35 3.94
C -9.02 -3.21 4.10
O -10.14 -2.73 4.20
C -8.82 -4.67 4.12
C -7.60 -5.20 4.00
C -6.40 -4.34 3.85
O -5.29 -4.82 3.75
H -5.72 -2.27 3.72
H -8.00 -1.28 3.93
H -9.70 -5.28 4.23
H -7.43 -6.27 4.02
C -3.33 3.87 -6.72
C -4.53 3.67 -6.17
C -5.76 3.73 -6.98
O -6.86 3.55 -6.48
C -5.62 4.02 -8.42
C -4.43 4.22 -8.97
C -3.19 4.16 -8.16
O -2.10 4.34 -8.67
H -2.41 3.83 -6.14
H -4.65 3.45 -5.12
H -6.54 4.06 -9.00
H -4.31 4.43 -10.03
C 3.71 1.50 -8.36
C 3.64 0.79 -7.23
C 2.42 0.83 -6.39
O 2.36 0.18 -5.36
C 1.30 1.67 -6.84
C 1.37 2.38 -7.97
C 2.59 2.34 -8.82
O 2.66 2.98 -9.85
H 4.59 1.49 -8.99
H 4.45 0.17 -6.89
H 0.42 1.68 -6.21
H 0.56 3.00 -8.32
C 1.91 -7.53 1.75
C 2.18 -8.84 1.70
C 3.45 -9.38 2.22
O 3.69 -10.58 2.18
C 4.42 -8.43 2.79
C 4.16 -7.12 2.83
C 2.89 -6.58 2.32
O 2.64 -5.38 2.36
H 0.99 -7.12 1.37
H 1.48 -9.56 1.29
H 5.35 -8.84 3.16
H 4.86 -6.40 3.25
C -2.24 -5.04 -3.37
C -1.22 -5.33 -4.17
C -0.81 -6.74 -4.42
O 0.12 -7.00 -5.14
C -1.60 -7.80 -3.75
C -2.62 -7.51 -2.95
C -3.02 -6.11 -2.70
O -3.96 -5.84 -1.97
H -2.55 -4.02 -3.17
H -0.63 -4.57 -4.66
H -1.29 -8.82 -3.94
H -3.20 -8.27 -2.45
C 8.08 2.40 6.20
C 6.86 2.94 6.32
C 5.66 2.09 6.50
O 4.56 2.58 6.60
C 5.86 0.63 6.54
C 7.07 0.09 6.42
C 8.28 0.93 6.24
O 9.38 0.44 6.14
H 8.97 3.00 6.07
H 6.70 4.01 6.29
H 4.97 0.03 6.67
H 7.24 -0.98 6.45
C 5.78 -12.19 -1.06
C 5.62 -10.90 -0.79
C 5.11 -9.96 -1.81
O 4.96 -8.78 -1.57
C 4.77 -10.52 -3.14
C 4.93 -11.81 -3.41
C 5.45 -12.75 -2.39
O 5.60 -13.93 -2.63
H 6.16 -12.89 -0.33
H 5.86 -10.48 0.17
H 4.39 -9.82 -3.88
H 4.70 -12.24 -4.38
```

[2]
The following is a DFT calculation (ωB97M-V/def2-TZVPD) of a molecular structure, C74H83Cl2InN15O.

DFT total energy	-132693.5615	eV
HOMO level	-4.53	eV
HOMO-LUMO gap	6.0	eV
lowest unoccupied orbital energy	1.432	eV
net charge	-1

```
176
C74H83Cl2InN15O, DFT ωB97M-V/def2-TZVPD
C 4.24 3.49 5.95
C 2.67 3.05 6.06
N 1.71 3.86 5.20
C 0.59 2.86 4.85
C -0.54 3.51 3.82
In -2.39 2.23 3.59
N -1.92 0.13 3.93
C -4.08 2.72 5.02
Cl -5.04 1.26 5.72
C -4.53 4.08 5.45
C -3.78 5.41 4.86
Cl -5.96 4.34 6.65
C 2.36 4.40 3.94
C 2.86 3.46 2.66
O 2.58 5.73 3.78
H 4.74 3.29 4.90
H 4.43 4.60 6.35
H 4.83 2.79 6.71
H 2.60 1.90 5.89
H 2.34 3.25 7.19
H 1.00 1.85 4.40
H 0.01 2.61 5.86
H -0.05 3.59 2.73
H -0.71 4.61 4.17
H -3.01 2.35 1.91
H -2.49 -0.39 3.20
H -2.36 -0.14 4.85
H -2.63 5.25 5.00
H -4.05 6.36 5.53
H -4.12 5.59 3.75
H 1.95 2.86 2.22
H 3.27 4.13 1.76
H 3.68 2.67 2.97
N 3.16 1.59 -0.33
C 3.64 0.49 -0.96
C 4.15 0.50 -2.25
C 4.17 1.71 -2.94
C 3.68 2.86 -2.32
C 3.19 2.75 -1.02
H 3.60 -0.43 -0.38
H 4.52 -0.41 -2.70
H 4.56 1.76 -3.95
H 3.68 3.81 -2.83
H 2.80 3.61 -0.50
N 5.87 -1.22 -4.77
C 4.92 -2.18 -4.77
C 4.85 -3.20 -5.70
C 5.82 -3.25 -6.70
C 6.81 -2.28 -6.73
C 6.80 -1.29 -5.75
H 4.18 -2.10 -3.97
H 4.06 -3.95 -5.65
H 5.80 -4.03 -7.45
H 7.58 -2.28 -7.49
H 7.55 -0.51 -5.73
N 5.52 1.30 8.25
C 6.40 1.72 9.19
C 7.46 0.96 9.65
C 7.63 -0.32 9.13
C 6.74 -0.78 8.16
C 5.72 0.06 7.76
H 6.22 2.72 9.57
H 8.14 1.35 10.41
H 8.45 -0.95 9.46
H 6.85 -1.77 7.73
H 5.00 -0.25 7.00
N -1.74 7.68 5.98
C -2.43 8.66 6.60
C -1.89 9.50 7.56
C -0.56 9.31 7.93
C 0.18 8.30 7.32
C -0.45 7.52 6.36
H -3.46 8.77 6.28
H -2.50 10.27 8.02
H -0.11 9.94 8.69
H 1.21 8.13 7.58
H 0.09 6.72 5.85
N 9.58 -0.43 4.82
C 10.79 -0.45 4.21
C 11.98 -0.13 4.84
C 11.94 0.25 6.18
C 10.71 0.28 6.84
C 9.57 -0.06 6.12
H 10.77 -0.75 3.17
H 12.92 -0.17 4.30
H 12.85 0.51 6.71
H 10.64 0.57 7.88
H 8.59 -0.05 6.59
N 3.19 -2.65 0.43
C 2.10 -3.28 0.92
C 1.76 -4.58 0.60
C 2.58 -5.28 -0.29
C 3.71 -4.65 -0.81
C 3.97 -3.35 -0.42
H 1.50 -2.69 1.60
H 0.87 -5.04 1.02
H 2.34 -6.30 -0.57
H 4.37 -5.17 -1.50
H 4.84 -2.82 -0.79
N -5.14 3.49 1.12
C -4.75 3.33 -0.16
C -5.59 2.89 -1.17
C -6.91 2.58 -0.85
C -7.34 2.74 0.46
C -6.43 3.19 1.40
H -3.71 3.58 -0.36
H -5.22 2.78 -2.18
H -7.59 2.23 -1.62
H -8.36 2.51 0.75
H -6.72 3.34 2.44
N -6.44 7.58 1.22
C -5.96 6.48 0.59
C -5.45 6.49 -0.70
C -5.43 7.70 -1.39
C -5.92 8.85 -0.77
C -6.41 8.74 0.52
H -6.00 5.56 1.17
H -5.08 5.58 -1.15
H -5.04 7.75 -2.40
H -5.92 9.80 -1.28
H -6.80 9.60 1.05
N -1.35 -6.02 -0.29
C -1.63 -4.79 -0.77
C -2.66 -4.52 -1.65
C -3.45 -5.58 -2.08
C -3.19 -6.86 -1.61
C -2.14 -7.03 -0.72
H -0.98 -4.00 -0.41
H -2.84 -3.51 -2.00
H -4.27 -5.41 -2.78
H -3.79 -7.71 -1.92
H -1.89 -8.01 -0.32
N -7.35 2.65 -4.16
C -7.63 3.88 -4.64
C -8.66 4.15 -5.53
C -9.45 3.09 -5.96
C -9.19 1.81 -5.48
C -8.14 1.64 -4.60
H -6.98 4.68 -4.28
H -8.84 5.16 -5.88
H -10.27 3.26 -6.65
H -9.79 0.96 -5.80
H -7.89 0.66 -4.19
N -11.61 -0.83 -6.20
C -12.70 -1.46 -5.72
C -13.05 -2.76 -6.04
C -12.23 -3.46 -6.92
C -11.10 -2.84 -7.44
C -10.83 -1.53 -7.06
H -13.31 -0.87 -5.04
H -13.93 -3.22 -5.62
H -12.47 -4.48 -7.20
H -10.44 -3.35 -8.13
H -9.96 -1.00 -7.43
N 4.22 -6.60 -4.47
C 3.13 -7.23 -3.98
C 2.79 -8.53 -4.31
C 3.61 -9.23 -5.19
C 4.74 -8.60 -5.71
C 5.00 -7.30 -5.32
H 2.52 -6.64 -3.30
H 1.90 -8.99 -3.88
H 3.37 -10.25 -5.47
H 5.39 -9.12 -6.40
H 5.87 -6.77 -5.70
N 3.58 -11.39 -8.13
C 3.30 -10.16 -8.61
C 2.27 -9.89 -9.50
C 1.48 -10.95 -9.92
C 1.74 -12.23 -9.45
C 2.79 -12.40 -8.56
H 3.95 -9.36 -8.25
H 2.09 -8.88 -9.84
H 0.66 -10.77 -10.62
H 1.14 -13.07 -9.76
H 3.03 -13.38 -8.16
```